[1]
Entry from the Open Molecules 2025 dataset: one molecule with the formula C5H4O2S (ωB97M-V/def2-TZVPD).

* SMILES: C=C1C=COC(=O)S1
* E_LUMO: 0.3 eV
* HOMO: -8.9 eV
* net charge: 0
* ΔE to the lowest compared entry with this formula, charge and spin: 17.5 kcal/mol
* orbital gap: 9.2 eV

Geometry (Å):
1 C -2.62 -0.61 -0.04
2 C -1.38 -0.10 -0.03
3 C 1.41 -0.22 0.00
4 C 0.12 1.84 0.05
5 C -1.12 1.33 0.01
6 H -3.50 0.08 -0.05
7 H -2.78 -1.68 0.08
8 H 0.44 2.86 0.18
9 H -1.96 2.05 0.04
10 O 2.49 -0.76 0.00
11 O 1.29 1.11 -0.08
12 S -0.05 -1.22 0.03

[2]
Entry from the Open Molecules 2025 dataset: C5H4O2Tl as an isolated structure (ωB97M-V/def2-TZVPD).

* E_LUMO: 2.9 eV
* HOMO: -2.9 eV
* net charge: -1
* orbital gap: 5.7 eV

Geometry (Å):
1 C 1.20 1.10 0.61
2 Tl -0.25 0.02 -2.09
3 O 0.22 1.94 0.28
4 C -1.04 1.54 -0.39
5 H -1.62 0.96 0.36
6 H -1.59 2.50 -0.45
7 O 2.23 -1.03 0.96
8 C 1.09 -0.28 0.51
9 C 0.02 -1.17 0.19
10 C -1.02 -1.78 -0.01
11 H 2.65 -1.42 0.19
12 H -1.90 -2.39 -0.16

[3]
Entry from the Open Molecules 2025 dataset: one molecule with the formula C5H4OS (ωB97M-V/def2-TZVPD).

* SMILES: C=C1C=CC(=O)S1
* E_LUMO: -0.6 eV
* HOMO: -9.2 eV
* net charge: 0
* ΔE to the lowest compared entry with this formula, charge and spin: 34.0 kcal/mol
* orbital gap: 8.7 eV

Geometry (Å):
1 C -2.42 0.35 -0.88
2 C -1.23 0.11 -0.26
3 C 1.24 -0.29 0.29
4 C 0.45 -0.26 1.50
5 C -0.94 -0.25 1.19
6 H -3.49 0.20 -0.47
7 H -2.23 0.49 -1.96
8 H 0.95 -0.21 2.48
9 H -1.84 -0.15 1.89
10 O 2.37 -0.52 0.37
11 S 0.32 0.37 -0.99

[4]
Entry from the Open Molecules 2025 dataset: one molecule with the formula C5H4OS2 (ωB97M-V/def2-TZVPD).

* SMILES: S=CSc1ccoc1
* E_LUMO (alpha / beta): -0.5 / -0.5 eV
* HOMO (alpha / beta): -8.5 / -8.5 eV
* net charge: 0
* ΔE to the lowest compared entry with this formula, charge and spin: 77.1 kcal/mol
* orbital gap (alpha / beta): 8.0 / 8.0 eV

Geometry (Å):
1 C 0.50 0.02 -1.08
2 C 1.67 -0.22 -0.35
3 C 0.22 0.29 1.30
4 C -0.49 0.14 0.11
5 C -3.32 0.02 -0.26
6 O 1.54 0.05 1.11
7 S -3.27 -1.47 0.69
8 S -1.87 0.89 -0.40
9 H 0.11 0.38 -2.06
10 H 2.75 -0.38 -0.53
11 H -0.04 0.72 2.21
12 H -3.83 0.91 -0.68

[5]
Entry from the Open Molecules 2025 dataset: one molecule with the formula C5H4S2 (ωB97M-V/def2-TZVPD).

* SMILES: C=C1C=CC(=S)S1
* E_LUMO: -1.0 eV
* HOMO: -8.6 eV
* net charge: 0
* ΔE to the lowest compared entry with this formula, charge and spin: 0.0 kcal/mol
* orbital gap: 7.6 eV

Geometry (Å):
1 C -0.53 0.53 -2.02
2 C -0.05 0.18 -0.82
3 C 1.33 -0.50 1.22
4 C -0.11 -0.31 1.49
5 C -0.84 0.04 0.41
6 H 0.10 0.63 -2.89
7 H -1.59 0.77 -2.13
8 H -0.49 -0.48 2.50
9 H -1.92 0.25 0.41
10 S 1.65 -0.18 -0.48
11 S 2.46 -0.93 2.30

[6]
Entry from the Open Molecules 2025 dataset: one molecule with the formula C5H5Br (ωB97M-V/def2-TZVPD).

* E_LUMO: 0.6 eV
* HOMO: -9.0 eV
* net charge: 0
* ΔE to the lowest compared entry with this formula, charge and spin: 56.4 kcal/mol
* orbital gap: 9.6 eV

Geometry (Å):
1 C 1.69 -0.11 -0.57
2 C 0.85 -0.18 0.42
3 C -0.84 0.44 -1.27
4 C 0.16 0.48 -2.09
5 C -0.61 0.02 0.24
6 Br 0.17 0.72 -3.94
7 H 2.55 -0.24 -1.13
8 H 1.17 -0.67 1.38
9 H -1.93 0.67 -1.50
10 H -1.08 -1.00 0.07
11 H -1.10 0.56 1.13

[7]
Entry from the Open Molecules 2025 dataset: one molecule with the formula C5H5BrFIN2 (ωB97M-V/def2-TZVPD).

* SMILES: Cn1cc(Br)c([C@@H](F)I)n1
* E_LUMO: 0.2 eV
* HOMO: -9.3 eV
* net charge: 0
* ΔE to the lowest compared entry with this formula, charge and spin: 6.4 kcal/mol
* orbital gap: 9.5 eV

Geometry (Å):
1 C 0.87 -1.07 -0.61
2 C -0.41 -1.36 -0.09
3 C -0.90 -0.16 0.37
4 C 2.39 1.07 -0.33
5 C -2.26 0.12 0.92
6 N 0.06 0.79 0.20
7 N 1.12 0.21 -0.36
8 F -2.32 1.00 2.00
9 Br -1.35 -3.01 -0.29
10 I -3.43 1.24 -0.56
11 H 1.48 -1.72 -1.06
12 H 2.57 1.24 -1.44
13 H 2.04 1.89 0.14
14 H 3.11 0.42 0.03
15 H -2.97 -0.65 1.09

[8]
Entry from the Open Molecules 2025 dataset: C5H5BrIN as an isolated structure (ωB97M-V/def2-TZVPD).

* E_LUMO: -1.5 eV
* HOMO: -8.8 eV
* net charge: 0
* ΔE to the lowest compared entry with this formula, charge and spin: 96.9 kcal/mol
* orbital gap: 7.3 eV

Geometry (Å):
1 C 1.89 1.30 -0.72
2 C 0.34 -0.48 -1.24
3 C 0.93 0.31 -0.35
4 C -2.98 -0.87 0.66
5 C 0.95 0.13 1.17
6 N 2.69 2.12 -0.88
7 Br -3.54 -2.21 -0.40
8 I -3.31 1.03 0.14
9 H 0.25 -0.19 -2.23
10 H -0.32 -1.31 -0.76
11 H 1.79 0.78 1.49
12 H 1.21 -0.87 1.38
13 H 0.10 0.26 1.73

[9]
Entry from the Open Molecules 2025 dataset: C5H5BrN as an isolated structure (ωB97M-V/def2-TZVPD).

* E_LUMO (alpha / beta): -9.0 / -9.2 eV
* HOMO (alpha / beta): -14.1 / -13.8 eV
* net charge: +1
* ΔE to the lowest compared entry with this formula, charge and spin: 182.0 kcal/mol
* orbital gap (alpha / beta): 5.1 / 4.6 eV

Geometry (Å):
1 C -0.55 0.19 -1.14
2 C -1.71 0.73 -0.80
3 C 0.22 -0.19 0.02
4 C -0.80 0.26 0.91
5 C 1.58 -0.53 0.13
6 N -1.71 1.03 0.59
7 Br -0.11 -0.70 3.72
8 H -0.43 -0.24 -2.20
9 H -2.58 0.88 -1.44
10 H 2.04 -0.62 -0.99
11 H 1.87 -1.21 0.89
12 H 2.18 0.40 0.31

[10]
Entry from the Open Molecules 2025 dataset: C5H5BrN2O as an isolated structure (ωB97M-V/def2-TZVPD).

* E_LUMO (alpha / beta): -2.4 / -2.3 eV
* HOMO (alpha / beta): -8.4 / -8.4 eV
* net charge: 0
* ΔE to the lowest compared entry with this formula, charge and spin: 76.0 kcal/mol
* orbital gap (alpha / beta): 6.0 / 6.0 eV

Geometry (Å):
1 C 2.19 -0.04 0.65
2 C 1.31 0.93 0.26
3 C 1.48 -1.26 0.69
4 C 0.07 0.33 -0.04
5 C -1.13 0.87 -0.53
6 N -2.26 0.19 -0.62
7 N 0.22 -1.02 0.38
8 O -2.46 -1.01 -0.42
9 Br -4.38 0.91 -1.52
10 H 3.27 0.18 0.87
11 H 1.40 2.01 0.02
12 H 1.79 -2.21 0.88
13 H -1.08 1.87 -0.72
14 H -0.43 -1.74 0.11

[11]
Entry from the Open Molecules 2025 dataset: C5H5BrN4S2 as an isolated structure (ωB97M-V/def2-TZVPD).

* E_LUMO (alpha / beta): -1.3 / -1.1 eV
* HOMO (alpha / beta): -7.5 / -7.6 eV
* net charge: 0
* ΔE to the lowest compared entry with this formula, charge and spin: 75.2 kcal/mol
* orbital gap (alpha / beta): 6.2 / 6.5 eV

Geometry (Å):
1 C -1.49 -1.60 1.01
2 C -2.74 -1.26 0.55
3 C -3.19 0.03 0.34
4 C 0.33 0.03 0.81
5 C 0.74 0.17 -0.63
6 N -0.53 -0.78 1.32
7 N -3.86 0.79 -0.36
8 N -3.31 2.64 0.82
9 N -3.97 2.10 -0.19
10 S -4.69 2.94 -1.38
11 S -2.57 1.74 1.91
12 Br -3.97 -2.64 0.05
13 H -1.22 -2.68 1.22
14 H 0.95 0.42 1.52
15 H -0.07 -0.04 -1.18
16 H 1.42 -0.63 -0.80
17 H 1.14 1.09 -0.98

[12]
Entry from the Open Molecules 2025 dataset: one molecule with the formula C5H5BrO (ωB97M-V/def2-TZVPD).

* SMILES: C=CC(=C)C(=O)Br
* E_LUMO: 0.0 eV
* HOMO: -10.0 eV
* net charge: 0
* ΔE to the lowest compared entry with this formula, charge and spin: 0.0 kcal/mol
* orbital gap: 9.9 eV

Geometry (Å):
1 C 1.43 -1.29 -0.62
2 C 0.43 1.37 0.77
3 C 0.32 -1.00 0.06
4 C -0.21 0.33 0.28
5 C -1.64 0.72 -0.34
6 O -2.11 1.73 -0.70
7 Br -2.98 -0.65 0.13
8 H 1.88 -2.32 -0.96
9 H 1.86 -0.58 -1.30
10 H -0.06 2.28 0.79
11 H 1.30 1.32 1.36
12 H -0.21 -1.90 0.52

[13]
Entry from the Open Molecules 2025 dataset: one molecule with the formula C5H5Cl2NO2S (ωB97M-V/def2-TZVPD).

* SMILES: O=S(=O)(Cl)\C=C/C=C\N=C\Cl
* E_LUMO: -0.1 eV
* HOMO: -8.8 eV
* net charge: 0
* ΔE to the lowest compared entry with this formula, charge and spin: 73.2 kcal/mol
* orbital gap: 8.7 eV

Geometry (Å):
1 C -1.01 -0.65 0.61
2 C -0.47 -0.85 -0.67
3 C -0.63 0.56 1.11
4 C 0.80 -0.56 -0.92
5 C 0.76 2.37 0.70
6 N 0.14 1.36 0.33
7 O 2.72 -1.95 -0.05
8 O 1.81 -0.43 1.61
9 S 2.09 -0.73 0.26
10 Cl 1.71 3.23 -0.27
11 Cl 3.27 0.81 -0.23
12 H -1.78 -1.29 0.97
13 H -1.14 -1.21 -1.45
14 H -0.96 1.09 2.00
15 H 1.38 -0.44 -1.86
16 H 0.62 2.69 1.79

[14]
Entry from the Open Molecules 2025 dataset: a 2-piece molecular cluster, C5H5Cl3NO3 overall (ωB97M-V/def2-TZVPD).

* E_LUMO: -7.3 eV
* HOMO: -14.0 eV
* net charge: +1
* ΔE to the lowest compared entry with this formula, charge and spin: 52.0 kcal/mol
* orbital gap: 6.7 eV

Geometry (Å):
1 C 0.54 1.16 0.35
2 C 0.57 -1.21 0.44
3 C 1.61 0.71 -0.60
4 C 1.55 -0.80 -0.65
5 C -2.64 0.00 -0.52
6 N -0.10 -0.03 0.78
7 O 0.19 2.30 0.56
8 O 0.17 -2.29 0.70
9 O -1.00 -0.06 1.85
10 Cl -2.13 1.46 -1.26
11 Cl -3.53 0.03 0.92
12 Cl -2.10 -1.42 -1.26
13 H 1.41 1.01 -1.54
14 H 2.42 1.29 -0.22
15 H 2.56 -1.46 -0.56
16 H 1.13 -1.29 -1.46
17 H -0.65 0.60 2.47

[15]
Entry from the Open Molecules 2025 dataset: a 2-piece molecular cluster, C5H5ClN2O2 overall (ωB97M-V/def2-TZVPD).

* E_LUMO: -1.0 eV
* HOMO: -8.6 eV
* net charge: 0
* ΔE to the lowest compared entry with this formula, charge and spin: 98.5 kcal/mol
* orbital gap: 7.6 eV

Geometry (Å):
1 C -2.86 0.49 -0.07
2 C -0.59 -0.06 0.08
3 C -1.14 3.15 0.68
4 C -3.21 -0.73 -0.29
5 C 0.81 0.53 0.28
6 N -1.52 0.86 0.22
7 N -0.92 -1.28 -0.19
8 O -0.01 3.28 0.49
9 O -2.28 3.24 0.93
10 Cl -4.27 -1.96 -0.79
11 H -3.56 1.34 0.30
12 H 0.96 1.43 -0.43
13 H 1.50 -0.26 0.13
14 H 0.79 0.91 1.24
15 H -0.30 -2.16 -0.21

[16]
Entry from the Open Molecules 2025 dataset: one molecule with the formula C5H5ClN2O2 (ωB97M-V/def2-TZVPD).

* SMILES: O=[N+]([O-])C1=C(Cl)C=CNC1
* E_LUMO: 0.0 eV
* HOMO: -8.5 eV
* net charge: 0
* ΔE to the lowest compared entry with this formula, charge and spin: 116.2 kcal/mol
* orbital gap: 8.5 eV

Geometry (Å):
1 C -0.38 -1.67 -0.14
2 C -1.59 -1.08 -0.06
3 C 0.78 -0.87 -0.32
4 C 0.76 0.47 -0.13
5 C -0.50 0.92 0.57
6 N -1.71 0.24 0.09
7 N 1.91 1.39 -0.16
8 O 2.75 1.04 0.64
9 O 1.95 2.34 -0.91
10 Cl 2.23 -1.74 -0.82
11 H -0.20 -2.73 -0.11
12 H -2.55 -1.69 -0.30
13 H -0.32 0.61 1.70
14 H -0.71 2.03 0.44
15 H -2.43 0.76 -0.50

[17]
Entry from the Open Molecules 2025 dataset: C5H5ClN2O3S as an isolated structure (ωB97M-V/def2-TZVPD).

* E_LUMO: -0.2 eV
* HOMO: -9.6 eV
* net charge: 0
* ΔE to the lowest compared entry with this formula, charge and spin: 0.0 kcal/mol
* orbital gap: 9.4 eV

Geometry (Å):
1 C -1.93 0.30 -1.31
2 C -1.18 -0.09 -0.27
3 C -0.69 -0.04 -3.45
4 C 0.28 -1.49 -1.53
5 C 1.17 -0.22 0.40
6 N -1.40 0.20 -2.55
7 N 0.08 -0.63 -0.46
8 O -0.53 -2.29 -1.89
9 O 2.38 -0.56 -4.31
10 O 1.49 -1.35 -2.12
11 S 1.73 -0.05 -3.16
12 Cl 3.30 0.81 -2.01
13 H -2.92 0.70 -1.23
14 H -1.49 0.06 0.75
15 H 0.81 -0.18 1.43
16 H 1.98 -0.94 0.34
17 H 1.56 0.76 0.12

[18]
Entry from the Open Molecules 2025 dataset: one molecule with the formula C5H5ClO2 (ωB97M-V/def2-TZVPD).

* SMILES: Cl[C@H]1[C@H]2OC=CO[C@@H]12
* E_LUMO: 0.7 eV
* HOMO: -8.6 eV
* net charge: 0
* ΔE to the lowest compared entry with this formula, charge and spin: 74.0 kcal/mol
* orbital gap: 9.3 eV

Geometry (Å):
1 C 1.08 0.73 0.32
2 C -0.23 1.39 0.06
3 C -1.66 -0.36 -0.83
4 C -1.36 -1.19 0.15
5 C 0.02 0.48 1.25
6 H 1.89 1.37 0.60
7 H -0.36 2.39 0.08
8 H -2.42 -0.68 -1.59
9 H -1.84 -2.19 0.24
10 H 0.04 1.18 2.10
11 O -1.15 0.99 -1.04
12 O -0.67 -0.74 1.30
13 Cl 1.77 -0.61 -0.54

no.,maximum force (eV/Å),electronic energy (Eh)
1,1.59,-741.5588
2,1.75,-515.6937
3,5.45,-666.2828
4,5.49,-1064.3824
5,0.69,-989.2650
6,5.48,-2767.3650
7,6.55,-3274.5508
8,4.41,-3119.8039
9,6.88,-2821.7241
10,3.50,-2952.1465
11,4.30,-3782.7189
12,3.51,-2842.6996
13,5.19,-1717.1959
14,5.03,-1854.1738
15,4.30,-913.5871
16,3.32,-913.5589
17,1.65,-1387.0459
18,4.59,-804.0692